(a)
Molecular formula: C6H14P
Method: DFT, ωB97M-V/def2-TZVPD

Properties
LUMO energy ... -4.5 eV
Multiplicity ... 1
Frontier orbital gap ... 9.4347 eV
Total charge ... +1

Last column: natural (NBO) charge in e.
Geometry (Å):
1 C 0.2626 1.0369 -0.4715  -0.561
2 C 0.8867 0.5496 0.7067  0.298
3 C 2.0447 -0.3688 0.7191  -0.708
4 C 0.5874 1.0380 2.1123  -0.701
5 C -2.4727 0.0240 -0.7666  -0.920
6 C -0.4069 -1.5720 -1.7237  -0.937
7 P -0.8655 -0.7222 -0.1631  0.910
8 H -0.2769 1.8654 -0.3330  0.239
9 H 0.7497 0.9366 -1.4840  0.268
10 H 2.5100 -0.6191 -0.2217  0.247
11 H 1.9071 -1.2204 1.3804  0.270
12 H 2.7198 0.1579 1.2639  0.269
13 H 0.9052 0.3479 2.8718  0.256
14 H -0.4447 1.4603 2.2488  0.260
15 H 1.1910 2.0257 2.2687  0.287
16 H -3.1791 -0.8238 -0.8009  0.265
17 H -2.4330 0.5459 -1.7404  0.249
18 H -2.8351 0.6768 0.0539  0.248
19 H -1.1654 -2.2641 -2.0772  0.278
20 H 0.3786 -2.2360 -1.4511  0.245
21 H -0.0634 -0.8387 -2.3924  0.235

(b)
Molecular formula: C6H14P
Method: DFT, ωB97M-V/def2-TZVPD

Properties
LUMO energy (spin up / spin down) ... -6.4 / -5.3 eV
Multiplicity ... 1
Frontier orbital gap (spin up / spin down) ... 6.3198 / 7.8802 eV
Total charge ... +1

Last column: natural (NBO) charge in e.
Geometry (Å):
1 C -0.3393 -2.5449 -0.7181  -0.298
2 C 0.3270 -1.8305 0.1011  0.128
3 C -0.2884 -4.0306 -0.9281  -0.644
4 C 1.7025 2.3895 -0.0204  -0.914
5 C -1.2746 2.1552 -0.7090  -0.990
6 C -0.1248 1.3151 1.8017  -0.951
7 P 0.1643 1.3431 0.0120  1.070
8 H -1.2692 -2.1404 -1.0768  0.285
9 H 1.0493 -1.6524 0.9238  0.251
10 H -1.0797 -4.5516 -0.4117  0.257
11 H 0.6157 -4.6528 -0.6944  0.252
12 H -0.3867 -4.2698 -1.9582  0.253
13 H 2.3562 2.5206 -0.8617  0.268
14 H 2.3092 1.9459 0.6903  0.239
15 H 1.4490 3.3283 0.3780  0.247
16 H -1.6130 3.0256 -0.1810  0.264
17 H -2.0720 1.4131 -0.8766  0.267
18 H -1.0316 2.3859 -1.8580  0.273
19 H -1.1947 0.9852 1.9249  0.259
20 H 0.0152 2.1644 2.3651  0.250
21 H 0.6857 0.7013 2.0971  0.235

What is the stability order? It is (a), (b), from most stable to least stable.

(a)
Molecular formula: C2H2Cl2O3
Method: DFT, ωB97M-V/def2-TZVPD

Properties
LUMO energy ... 0.1 eV
Multiplicity ... 1
Frontier orbital gap ... 10.5222 eV
Total charge ... 0
SMILES string ... O=C(Cl)C(O)(O)Cl

Last column: natural (NBO) charge in e.
Geometry (Å):
1 O 1.7600 0.7543 -0.9623  -0.516
2 C 0.5606 0.7738 -0.9809  0.427
3 Cl -0.5200 1.1935 -2.1444  0.106
4 C -0.2217 -0.2360 0.3272  0.472
5 O 0.5861 -0.2017 1.3906  -0.684
6 O -1.4943 0.1633 0.6629  -0.686
7 Cl -0.2738 -1.8750 -0.4653  -0.109
8 H 1.4356 0.0523 1.0312  0.501
9 H -1.8326 -0.6245 1.1412  0.489

(b)
Molecular formula: C2H2Cl2O3
Method: DFT, ωB97M-V/def2-TZVPD

Properties
LUMO energy ... 0.1 eV
Multiplicity ... 1
Frontier orbital gap ... 11.1453 eV
Total charge ... 0

Last column: natural (NBO) charge in e.
Geometry (Å):
1 C -1.7762 1.4853 0.1718  0.473
2 C 1.8290 -0.0925 0.2602  0.797
3 O -2.8245 1.6818 -0.2484  -0.480
4 O 1.2541 0.9634 0.7678  -0.644
5 O 1.2725 -1.0909 -0.1178  -0.568
6 Cl -1.5794 -1.3664 0.2495  -0.395
7 Cl 3.5359 0.2482 -0.1614  -0.018
8 H 0.3473 0.9268 0.6005  0.515
9 H -0.2006 -1.2409 0.0923  0.319

What is the stability order? It is (b), (a), from most stable to least stable.

(a)
Molecular formula: C7H10O2
Method: DFT, ωB97M-V/def2-TZVPD

Properties
LUMO energy ... -0.2 eV
Multiplicity ... 1
Frontier orbital gap ... 8.9701 eV
Total charge ... 0

Last column: natural (NBO) charge in e.
Geometry (Å):
1 C -0.2318 0.7676 3.6120  -0.282
2 C 0.6711 1.4712 1.4993  0.740
3 C 0.8966 1.2049 0.1142  -0.305
4 C 0.3562 0.2142 -0.6230  -0.120
5 C 0.5327 -0.0286 -2.0029  -0.218
6 C 0.0645 -0.9944 -2.7101  -0.175
7 C -1.0397 -1.9253 -2.3485  -0.621
8 H -1.0244 1.5274 3.6423  0.209
9 H -0.7106 -0.1294 3.9591  0.189
10 H 0.5904 0.6611 4.4618  0.213
11 H 1.6809 1.6807 -0.3632  0.218
12 H -0.4419 -0.3674 -0.2003  0.199
13 H 1.4985 0.5813 -2.3637  0.191
14 H 0.4090 -0.7713 -3.6935  0.227
15 H -2.1453 -2.0295 -3.2482  0.193
16 H -0.6497 -2.9947 -2.5190  0.232
17 H -1.5928 -1.9118 -1.4749  0.221
18 O 0.0870 0.4730 2.2114  -0.508
19 O 1.0493 2.5710 2.0473  -0.602

(b)
Molecular formula: C7H10O2
Method: DFT, ωB97M-V/def2-TZVPD

Properties
LUMO energy ... 0.8 eV
Multiplicity ... 1
Frontier orbital gap ... 9.8309 eV
Total charge ... 0
SMILES string ... C[C@H]1COC=C[C@@H]2O[C@H]21

Last column: natural (NBO) charge in e.
Geometry (Å):
1 C 2.1006 -0.0134 0.4829  -0.627
2 C 0.9858 -0.2215 -0.5795  -0.330
3 C 0.2542 -1.3999 -0.0963  -0.070
4 O -1.1763 -1.2718 -0.5834  -0.584
5 C -2.1216 -0.4731 -0.0305  0.173
6 C -2.0862 0.8562 0.1859  -0.319
7 C -0.7011 1.2662 0.1597  0.015
8 O 0.1099 2.2179 -0.4536  -0.440
9 C 0.0925 0.8929 -0.9025  0.048
10 H 3.1247 0.4456 -0.1487  0.235
11 H 2.2271 -1.0548 1.1836  0.232
12 H 1.6632 1.0020 1.1842  0.227
13 H 1.6177 -0.5185 -1.3960  0.199
14 H 0.1263 -1.5017 1.0175  0.210
15 H 0.6999 -2.1607 -0.9088  0.244
16 H -2.8703 -1.2756 0.6118  0.174
17 H -2.8143 1.3983 0.7085  0.225
18 H -0.5973 1.0762 1.1739  0.184
19 H -0.6348 0.7359 -1.6089  0.201

What is the stability order? It is (a), (b), from most stable to least stable.